a.
Below is a 2-piece molecular cluster, C8H14N overall, with properties calculated with ωB97M-V with the def2-TZVPD basis set.

HOMO energy = -13.0 eV

ORCA input file:
```
! RIJCOSX wB97M-V def2-TZVPD def2/J DEFGRID3
* xyz 1 1
N 1.27100 0.14857 -0.12862
C -1.69116 0.13856 0.63748
C -1.51864 -0.97198 -1.64283
C 2.25383 0.93075 0.21084
C -1.58618 -0.52049 1.94591
C 3.61339 1.32192 -0.07082
C -1.35984 -0.36748 -0.52136
C -2.74852 -1.65450 -1.97164
C 2.80186 1.91261 1.13788
H -2.60862 -2.75649 -2.01888
H 3.18383 1.47670 2.12310
H -3.05286 -1.43913 -2.95479
H -0.76454 -0.94725 -2.38884
H 3.80463 1.86335 -0.97199
H -1.06889 -1.54147 1.78178
H 0.19328 0.15222 0.13050
H -2.00022 1.16575 0.63067
H 2.68009 2.95805 0.95235
H -2.54605 -0.55094 2.49957
H -3.47644 -1.46095 -1.14575
H 4.24128 0.56949 0.10751
H -0.89699 0.04205 2.61865
H 1.27578 -0.46934 -0.96070
*
```

=====

b.
Below is an isolated ion of composition C8H14N and charge +1, with properties calculated with ωB97M-V with the def2-TZVPD basis set.

HOMO energy = -13.7 eV

ORCA input file:
```
! RIJCOSX wB97M-V def2-TZVPD def2/J DEFGRID3
* xyz 1 1
N 1.70995 -0.05947 0.48072
C -2.59075 0.54262 -0.40460
C 1.66808 -1.24695 1.37566
C 1.82909 -0.23596 -0.94253
C -0.83772 -0.29580 -1.24772
C 1.55997 1.19666 1.19732
C -1.61192 -0.55598 0.06265
C 0.58683 -0.21831 -1.17509
C -1.62261 0.88928 -1.63986
H -1.10898 1.95385 -1.51210
H 2.45422 1.09328 1.82870
H -2.13013 -1.44739 0.24377
H -3.49266 0.05916 -0.56250
H -2.69893 1.16851 0.48115
H -1.09889 -1.23241 -1.98565
H 2.10595 -1.07849 2.29665
H -1.11633 -0.37953 0.92271
H -1.90878 0.81475 -2.68297
H 0.82843 -1.90722 1.42699
H 0.53664 1.09811 1.82298
H 1.55696 2.08488 0.42185
H 2.82147 -0.38003 -1.29802
H 2.56013 -1.86354 0.88989
*
```

=====

c.
Below is an isolated ion of composition C8H14N and charge +1, with properties calculated with ωB97M-V with the def2-TZVPD basis set.

HOMO energy = -14.2 eV
structure (SMILES) = CCCC=C=C=[N+](C)C

ORCA input file:
```
! RIJCOSX wB97M-V def2-TZVPD def2/J DEFGRID3
* xyz 1 1
N -0.92602 1.86378 -0.42374
C -1.49945 0.92575 0.19691
C 0.98931 -1.42196 0.93237
C -1.14206 -1.12343 -0.51383
C -1.75907 -0.34951 0.36782
C -1.72188 2.65643 -1.42651
C 0.42831 2.25693 -0.16209
C 1.86210 -2.40103 1.57567
C -0.00247 -1.98812 -0.22864
H -1.77969 2.13799 -2.32943
H 2.79412 -2.53891 1.02792
H 0.35705 -0.92428 1.80398
H -1.62793 -1.37753 -1.47427
H 0.96958 1.96868 -1.02507
H 0.51207 -2.29420 -1.10082
H 1.59142 -0.66104 0.35828
H -0.42582 -2.85486 0.23455
H 0.78273 1.72020 0.60016
H 0.57906 3.44689 0.12335
H -2.59006 3.09943 -0.99667
H 2.16917 -2.15913 2.59223
H -0.98985 3.40721 -1.67470
H 1.42937 -3.38931 1.54253
*
```

=====

Which structure wins on stability? a wins.

=====

a.
Below is an isolated ion of composition C8H14N and charge +1, with properties calculated with ωB97M-V with the def2-TZVPD basis set.

HOMO energy (alpha / beta) = -13.9 / -13.9 eV

ORCA input file:
```
! RIJCOSX wB97M-V def2-TZVPD def2/J DEFGRID3
* xyz 1 1
N 2.32808 -1.69710 -0.11004
C 0.67638 0.67546 0.11784
C 1.45643 1.18110 -1.00499
C 1.40219 -0.27466 1.22549
C -0.23492 1.76643 0.72820
C 1.10888 -1.67931 0.56549
C 0.07973 -0.69450 0.37313
C -1.39450 -1.01312 0.63985
C -2.47431 -0.34383 -0.34143
H -2.48396 0.75470 -0.40245
H 1.05474 -2.50280 1.36450
H -1.55241 -2.13460 0.51372
H 2.57986 -0.98655 -0.81873
H 3.04856 -2.17202 0.30241
H -1.64420 -0.83864 1.68664
H -0.96632 1.20142 1.44115
H -0.70481 2.28044 -0.16777
H -2.26202 -0.69322 -1.33867
H 0.24414 2.46059 1.28628
H 0.85680 1.11106 -1.97662
H 2.50776 0.82344 -1.16536
H -3.55621 -0.61657 -0.10456
H 1.62826 2.24545 -0.83675
*
```

=====

b.
Below is an isolated ion of composition C8H14N and charge +1, with properties calculated with ωB97M-V with the def2-TZVPD basis set.

HOMO energy (alpha / beta) = -10.8 / -12.0 eV

ORCA input file:
```
! RIJCOSX wB97M-V def2-TZVPD def2/J DEFGRID3
* xyz 1 1
N 1.50861 -1.63311 2.16196
C 0.28382 1.59543 0.76170
C 0.77192 0.65457 1.59572
C -1.44651 -0.98696 -1.00463
C -0.38932 -0.07503 -1.02062
C -0.04116 2.29569 -1.60427
C -1.41859 -2.16509 -1.67630
C 0.53334 -0.72656 1.50991
C -0.47917 1.31391 -0.50939
H 1.12612 -2.58195 2.22993
H 0.47711 -0.31255 -1.62225
H 1.01098 2.15984 -1.83982
H -2.33635 -0.72344 -0.44630
H -0.56499 -2.44922 -2.26835
H -0.19205 3.32042 -1.27841
H 0.39550 2.64257 0.99805
H 2.38321 -1.66748 1.62150
H -0.43737 -1.15489 1.37107
H -0.62353 2.13502 -2.50819
H -1.53247 1.50922 -0.25573
H 1.48248 0.99296 2.34550
H -2.25382 -2.84159 -1.67117
H 1.74226 -1.30178 3.11009
*
```

=====

c.
Below is an isolated ion of composition C8H14N and charge +1, with properties calculated with ωB97M-V with the def2-TZVPD basis set.

HOMO energy = -13.2 eV
structure (SMILES) = C=C(C1CC1)[C@H](C)C=[NH2+]

ORCA input file:
```
! RIJCOSX wB97M-V def2-TZVPD def2/J DEFGRID3
* xyz 1 1
N 2.60907 0.97135 0.61470
C -2.52555 0.91789 0.49748
C -1.27999 0.12040 0.55327
C 2.27854 -0.19697 0.18413
C 1.06727 -0.57306 -0.38159
C -0.09222 0.46682 -0.29828
C 0.72364 -2.05455 -0.20913
C 0.04229 1.70718 -0.78034
C -2.44777 -0.47502 -0.20211
H 1.18023 -0.54965 -1.52882
H -0.29537 -2.41321 -0.26529
H -0.94225 -0.50995 1.42354
H -2.55449 1.79787 0.05919
H 2.90857 -1.06261 0.26841
H -2.93837 -1.24933 0.38683
H 1.92047 1.80397 0.50441
H -3.27677 1.03290 1.36185
H 1.30173 -2.65650 -0.85522
H 1.01888 -2.32870 0.86438
H 3.47145 1.25878 1.03303
H 1.03479 1.97198 -1.33856
H -0.78706 2.40579 -0.63697
H -2.41708 -0.38537 -1.25492
*
```

=====

Which structure wins on stability? c wins.